ORCA calculation (the ωB97M-V functional and the def2-TZVPD basis) on C30H42HgN2O2P2 as an isolated structure in a non-equilibrium geometry.

Computed properties:
Largest force on an atom   3.36 eV/A
Highest occupied orbital energy   -3.96 eV
ΔE to the lowest compared entry with this formula, charge and spin   3.0911 eV

Last column: Mulliken charge in e.
Geometry (Å):
P (0.24, -2.71, -4.95)  0.95
P (0.21, 1.28, -4.34)  1.47
C (-0.20, -1.20, -5.88)  -1.15
C (0.66, 0.06, -5.64)  -1.34
H (-1.28, -1.00, -5.79)  0.59
H (-0.03, -1.51, -6.92)  0.63
H (1.73, -0.19, -5.53)  0.47
H (0.59, 0.66, -6.56)  0.67
C (-1.16, 2.18, -5.11)  -1.51
H (-1.55, 2.95, -4.42)  0.40
H (-1.98, 1.49, -5.36)  0.37
H (-0.80, 2.66, -6.02)  0.51
C (1.62, 2.40, -4.31)  -1.58
H (1.51, 3.12, -5.13)  0.44
H (2.55, 1.83, -4.44)  0.39
H (1.66, 2.94, -3.35)  0.39
C (-0.88, -4.02, -5.45)  -1.55
H (-0.89, -4.84, -4.72)  0.42
H (-0.56, -4.41, -6.43)  0.46
H (-1.90, -3.62, -5.55)  0.41
C (1.94, -3.13, -5.39)  -1.42
H (2.57, -2.23, -5.39)  0.37
H (1.95, -3.57, -6.40)  0.45
H (2.36, -3.86, -4.68)  0.40
Hg (0.95, -1.36, 1.64)  0.68
C (-0.28, 0.97, -2.63)  0.15
C (-1.72, 0.73, -2.50)  -1.39
C (-2.37, -0.42, -3.06)  0.07
C (-2.16, -1.72, -2.20)  -0.77
C (-1.16, -2.63, -2.72)  -1.24
C (0.20, -2.41, -3.20)  0.49
C (1.15, -1.24, -2.71)  -1.19
C (0.59, -0.09, -1.87)  -0.88
C (1.37, -3.01, 0.45)  -1.00
H (-0.09, 1.94, -2.12)  0.70
H (-2.27, 1.35, -1.80)  0.15
H (-2.01, -0.62, -4.10)  -0.67
H (-3.45, -0.20, -3.13)  0.37
H (-1.99, -1.45, -1.14)  0.12
H (-3.12, -2.28, -2.22)  0.41
H (-1.44, -3.69, -2.68)  0.38
H (0.74, -3.33, -2.87)  0.46
H (1.70, -0.84, -3.58)  0.80
H (1.93, -1.73, -2.09)  0.60
H (0.01, -0.49, -1.03)  -0.21
H (1.43, 0.44, -1.40)  0.37
H (2.45, -3.17, 0.42)  0.36
H (1.00, -2.83, -0.57)  -0.02
H (0.87, -3.89, 0.86)  0.41
O (1.01, 1.92, 1.59)  -0.64
C (0.62, 1.46, 2.64)  0.31
N (0.12, 2.15, 3.77)  -0.08
C (-0.05, 1.30, 4.92)  3.15
C (-0.13, -0.07, 4.20)  0.12
O (-0.68, -1.09, 4.59)  -0.65
N (0.49, 0.10, 2.97)  -0.52
C (1.18, 1.37, 5.83)  -0.67
C (2.01, 0.27, 5.99)  0.09
C (3.15, 0.37, 6.80)  -0.86
C (3.44, 1.57, 7.46)  -0.40
C (2.58, 2.67, 7.31)  -0.84
C (1.45, 2.57, 6.50)  0.03
C (-1.32, 1.62, 5.67)  -1.06
C (-1.48, 1.25, 7.01)  -0.18
C (-2.66, 1.57, 7.68)  -0.76
C (-3.69, 2.23, 7.02)  -0.40
C (-3.54, 2.57, 5.67)  -0.81
C (-2.36, 2.27, 4.99)  -0.40
H (0.32, 3.14, 3.82)  0.26
H (1.77, -0.68, 5.52)  0.43
H (3.79, -0.51, 6.90)  0.40
H (4.34, 1.65, 8.08)  0.37
H (2.79, 3.61, 7.83)  0.37
H (0.76, 3.42, 6.40)  0.39
H (-0.67, 0.70, 7.51)  0.44
H (-2.77, 1.26, 8.73)  0.37
H (-4.62, 2.47, 7.54)  0.38
H (-4.34, 3.06, 5.11)  0.38
H (-2.22, 2.51, 3.94)  0.40

---

ORCA calculation (the ωB97M-V functional and the def2-TZVPD basis) on C30H43BCsF5N6Sb as an isolated structure in a non-equilibrium geometry.

Computed properties:
Total charge   -1
Largest force on an atom   1.39 eV/A
Highest occupied orbital energy   -5.31 eV
ΔE to the lowest compared entry with this formula, charge and spin   0.5722 eV

Last column: Mulliken charge in e.
Geometry (Å):
Cs (0.25, -0.59, 0.22)  1.31
C (-0.95, 3.60, -1.27)  -1.06
C (0.00, 3.75, -0.13)  0.59
C (0.49, 4.94, 0.40)  -1.20
C (1.37, 4.56, 1.39)  0.70
C (2.19, 5.46, 2.25)  -1.31
N (1.37, 3.21, 1.43)  0.59
N (0.54, 2.72, 0.51)  -0.04
B (2.30, 2.35, 2.32)  -0.81
N (3.24, 1.49, 1.44)  0.59
N (2.82, 0.66, 0.49)  -0.35
C (3.89, 0.13, -0.09)  0.54
C (3.85, -0.86, -1.20)  -1.31
C (5.05, 0.64, 0.52)  -1.29
C (4.59, 1.51, 1.49)  0.88
C (5.41, 2.32, 2.43)  -1.23
N (1.51, 1.47, 3.31)  0.61
N (0.67, 0.49, 2.95)  -0.07
C (0.21, -0.08, 4.05)  0.47
C (-0.76, -1.22, 4.06)  -1.00
C (0.76, 0.55, 5.17)  -1.39
C (1.58, 1.54, 4.66)  0.87
C (2.41, 2.50, 5.43)  -1.23
H (-1.30, 4.59, -1.57)  0.31
H (-1.82, 2.99, -1.00)  0.04
H (-0.45, 3.13, -2.12)  0.29
H (0.24, 5.94, 0.09)  0.43
H (1.95, 6.49, 2.02)  0.34
H (3.25, 5.29, 2.08)  0.20
H (1.99, 5.28, 3.31)  0.19
H (2.97, 3.09, 2.96)  -0.21
H (2.85, -0.95, -1.61)  0.20
H (4.16, -1.84, -0.84)  0.25
H (4.53, -0.57, -1.99)  0.34
H (6.07, 0.41, 0.29)  0.44
H (6.47, 2.13, 2.25)  0.33
H (5.18, 2.07, 3.46)  0.17
H (5.22, 3.39, 2.29)  0.18
H (-0.58, -1.90, 3.23)  0.14
H (-1.79, -0.85, 4.00)  0.05
H (-0.66, -1.77, 5.00)  0.36
H (0.58, 0.33, 6.21)  0.43
H (2.24, 2.36, 6.50)  0.34
H (2.16, 3.53, 5.17)  0.18
H (3.47, 2.35, 5.22)  0.16
C (-5.75, 0.39, -2.47)  -1.48
C (-5.92, 0.71, -0.99)  0.22
C (-7.21, 0.10, -0.47)  -1.42
Sb (-4.03, 0.11, 0.06)  0.51
C (-4.79, -1.75, 1.00)  0.27
C (-4.07, -2.05, 2.29)  -1.43
C (-4.61, -2.90, 0.01)  -1.40
C (-4.15, 1.41, 1.86)  0.72
C (-3.58, 2.77, 1.51)  -1.31
C (-5.53, 1.53, 2.47)  -1.45
H (-6.63, 0.67, -3.04)  0.42
H (-5.59, -0.69, -2.60)  0.29
H (-4.89, 0.91, -2.89)  0.33
H (-5.98, 1.80, -0.88)  0.36
H (-7.21, -0.98, -0.63)  0.27
H (-8.06, 0.51, -1.01)  0.46
H (-7.35, 0.29, 0.59)  0.25
H (-5.86, -1.61, 1.20)  0.31
H (-3.01, -2.25, 2.11)  0.20
H (-4.49, -2.94, 2.75)  0.47
H (-4.16, -1.23, 3.01)  0.37
H (-3.55, -3.04, -0.18)  0.27
H (-5.12, -2.71, -0.93)  0.33
H (-4.99, -3.83, 0.43)  0.41
H (-3.47, 0.92, 2.57)  -0.02
H (-4.16, 3.24, 0.72)  0.34
H (-2.54, 2.68, 1.19)  0.20
H (-3.60, 3.43, 2.38)  0.42
H (-6.19, 2.10, 1.81)  0.30
H (-5.47, 2.07, 3.42)  0.45
H (-5.97, 0.56, 2.67)  0.32
F (2.02, -3.83, -1.90)  -0.35
C (1.17, -4.54, -1.10)  0.23
C (0.19, -3.84, -0.40)  -0.55
C (-0.58, -4.71, 0.38)  0.51
F (-1.58, -4.16, 1.14)  -0.28
C (-0.42, -6.08, 0.49)  -0.32
F (-1.21, -6.85, 1.28)  -0.34
C (0.57, -6.70, -0.26)  0.84
F (0.74, -8.04, -0.21)  -0.33
C (1.38, -5.91, -1.06)  -0.11
F (2.34, -6.51, -1.82)  -0.34